This record from the OMol25 dataset describes C14H13BrN4OPdS as an isolated structure. The level of theory is ωB97M-V/def2-TZVPD.

Computed properties:
- E_LUMO (spin up / spin down) (eV) = -6.28 / -9.52
- 2S+1 = 3
- total charge = +2
- ⟨S²⟩ = 2.019
- relative energy (zero: lowest compared OMol25 entry of this formula, charge and spin) (kJ/mol) = 0.0
- E_HOMO (spin up / spin down) (Ha) = -0.5473 / -0.5681
- E (Ha) = -3935.100210

Positions of all 35 atoms, in Å:
Pd -0.035 -1.109 0.441
C 5.096 -0.712 -0.006
N 4.120 0.377 -0.163
C 4.394 1.599 -0.698
C 3.241 2.313 -0.682
N 2.258 1.520 -0.129
C 2.817 0.310 0.175
S 2.165 -1.133 0.805
C 0.930 2.009 0.142
C 0.732 3.382 0.183
C -0.542 3.861 0.433
C -1.568 2.959 0.658
C -1.270 1.615 0.618
N -0.045 1.131 0.351
H 6.052 -0.349 -0.372
H 4.777 -1.571 -0.590
H 5.177 -0.972 1.046
H 5.372 1.866 -1.059
H 3.064 3.304 -1.051
H 1.541 4.084 0.063
H -0.719 4.928 0.469
H -2.574 3.286 0.878
H -2.033 0.877 0.824
O -5.471 -4.052 -0.399
C -4.387 -3.303 -0.287
C -4.303 -1.978 -0.732
C -3.123 -1.300 -0.560
N -2.037 -1.844 0.021
C -2.144 -3.117 0.422
Br -0.556 -3.811 1.192
C -3.265 -3.892 0.308
H -6.203 -3.586 -0.824
H -5.141 -1.493 -1.213
H -3.018 -0.284 -0.915
H -3.300 -4.915 0.650

Results of the natural (NBO) charge analysis, in e, for atoms 1 through 5: number 1, Pd, carries 0.7409; number 2, C, carries -0.4165; number 3, N, carries -0.2677; number 4, C, carries 0.0052; number 5, C, carries -0.0182